Record 1
{"formula": "C23H33MgN4O5PS2", "method": "the ωB97M-V functional and the def2-TZVPD basis", "species": ["Mg", "C", "C", "N", "C", "S", "N", "N", "C", "C", "C", "C", "C", "C", "C", "N", "H", "H", "H", "H", "H", "H", "H", "H", "H", "H", "H", "H", "H", "C", "C", "O", "P", "O", "C", "C", "O", "C", "C", "H", "H", "H", "H", "H", "H", "H", "H", "H", "H", "H", "H", "H", "H", "H", "O", "C", "O", "C", "C", "C", "C", "S", "C", "C", "H", "H", "H", "H", "H"], "xyz": [[0.392977, 0.633387, 0.436286], [-1.306575, 6.041574, 0.753417], [-0.388999, 5.576104, 1.938392], [0.799765, 4.879114, 1.638487], [0.821668, 3.627799, 1.123329], [-0.648817, 2.703806, 0.857357], [2.046226, 3.214911, 0.947279], [2.104783, 1.986726, 0.398984], [3.204884, 1.628659, -0.134762], [4.474495, 2.527553, -0.172050], [3.181469, 0.267214, -0.725119], [4.370503, -0.332789, -1.249832], [4.366659, -1.626660, -1.717371], [3.159431, -2.323842, -1.813851], [2.067638, -1.683233, -1.277166], [2.052676, -0.478143, -0.692034], [-2.177013, 6.523136, 1.265538], [-0.840051, 6.755990, 0.113595], [-1.703999, 5.124979, 0.244847], [-0.229636, 6.451380, 2.593643], [-1.015804, 4.847174, 2.451226], [1.672617, 5.364501, 1.688441], [5.085503, 2.272789, -1.032129], [4.099543, 3.533013, -0.235858], [5.107323, 2.386972, 0.748368], [5.325385, 0.164269, -1.075286], [5.382047, -2.053035, -1.949167], [2.940705, -3.314997, -2.138847], [1.154267, -2.254512, -1.160207], [-1.487574, -3.139969, -2.046772], [-2.827141, -2.657301, -1.513525], [-3.026222, -1.256130, -1.777934], [-2.600893, -0.218447, -0.538639], [-1.073043, 0.182057, -1.099739], [-0.912969, 0.731345, -2.496080], [-0.981458, 2.291787, -2.590653], [-3.319599, 1.085247, -1.187750], [-4.520059, 1.728509, -0.615894], [-4.552621, 1.560350, 0.883082], [-1.343331, -4.128802, -1.741036], [-0.707935, -2.519804, -1.573878], [-1.498967, -3.176413, -3.127151], [-3.010670, -2.951359, -0.481836], [-3.594041, -3.216007, -2.082965], [-1.720166, 0.261506, -3.096534], [0.068436, 0.384152, -2.761414], [-1.792093, 2.657227, -2.076516], [-1.198083, 2.512833, -3.627378], [-0.183429, 2.793407, -2.211166], [-5.383173, 1.206232, -1.074973], [-4.517125, 2.699959, -1.020630], [-4.312252, 0.540961, 1.129416], [-5.492203, 1.921820, 1.305436], [-3.752021, 2.131491, 1.322452], [0.857283, -7.270801, 2.795729], [0.081505, -6.468877, 2.028124], [-0.888704, -6.895114, 1.455683], [0.400154, -5.012231, 1.986157], [1.476096, -4.432310, 2.701249], [1.616297, -3.046724, 2.787545], [0.678198, -2.202926, 2.164691], [0.651167, -0.493179, 2.576536], [-0.195996, -2.817752, 1.229203], [-0.363259, -4.182063, 1.224087], [1.580942, -6.706507, 3.176803], [2.196574, -4.998187, 3.288705], [2.349971, -2.600053, 3.412660], [-0.982158, -2.184379, 0.757346], [-1.219100, -4.557412, 0.692060]], "atomic_forces_ev_per_a": [[0.7, -0.6, -0.1], [-0.8, -1.2, 1.5], [-2.2, 0.6, -0.1], [-0.2, 0.0, -0.6], [-0.4, 0.2, 0.8], [0.0, 1.3, 0.3], [0.8, -0.5, -0.6], [-0.3, 0.1, -0.2], [1.4, -0.2, -0.1], [-0.7, -1.5, 0.7], [1.1, -1.3, -0.5], [-0.6, 0.8, 1.2], [1.2, -0.7, -0.5], [0.1, 1.1, 0.6], [-0.6, 0.0, 0.9], [0.2, 1.0, -0.5], [0.6, -0.2, -0.6], [0.3, 0.3, -0.7], [0.5, 1.1, 0.1], [0.3, -0.6, -0.2], [-0.1, 0.3, 0.5], [0.4, -0.1, -0.1], [0.0, 0.1, -0.1], [0.2, 0.5, 0.1], [-0.8, 0.2, -0.8], [-0.3, 0.0, -0.3], [-1.4, 0.2, 0.0], [0.7, -0.6, -0.4], [-0.1, 0.2, -0.2], [-0.3, 1.5, 0.7], [-0.6, -0.8, -1.4], [0.0, 0.0, 1.3], [0.1, 0.1, -2.1], [0.1, 0.3, -0.2], [-0.8, 0.7, 0.8], [-1.1, -3.2, -1.6], [-0.6, 0.2, 0.8], [-0.1, -2.7, -0.5], [0.2, 1.0, -0.3], [0.3, -1.7, 0.7], [-0.1, -0.3, -0.8], [0.3, 0.6, -0.3], [0.3, 0.4, 0.4], [0.0, 0.5, 0.2], [0.7, 0.3, 0.3], [0.3, -0.3, -0.4], [-2.0, 0.6, 1.3], [0.4, 0.2, -0.4], [2.7, 1.2, 0.7], [0.3, 0.2, 0.2], [0.2, 1.4, 0.0], [-0.6, -0.5, 0.3], [0.0, -0.3, 0.0], [0.4, 0.4, 0.3], [0.9, 1.0, 0.2], [-0.7, 0.4, -0.1], [0.4, -0.5, 0.1], [2.1, -0.6, 1.0], [-0.3, 0.6, 0.1], [-1.1, -0.8, -0.4], [0.2, -0.1, -0.9], [-0.2, -0.3, -0.4], [-0.6, 1.4, 1.1], [-1.0, 0.7, -0.6], [-0.9, -0.9, -0.4], [-0.1, -0.2, -0.1], [0.6, 0.2, 0.4], [0.8, -0.5, 0.2], [0.0, -0.4, -0.2]], "nbo_charge": [1.661, -0.625, -0.223, -0.588, 0.339, -0.565, -0.462, -0.350, 0.207, -0.674, 0.198, -0.248, -0.145, -0.267, 0.061, -0.554, 0.204, 0.201, 0.227, 0.202, 0.209, 0.406, 0.213, 0.252, 0.238, 0.225, 0.228, 0.236, 0.209, -0.635, -0.079, -0.817, 1.626, -0.941, -0.064, -0.628, -0.845, -0.039, -0.654, 0.220, 0.203, 0.216, 0.183, 0.189, 0.215, 0.192, 0.232, 0.212, 0.214, 0.175, 0.194, 0.220, 0.226, 0.229, -0.665, 0.777, -0.582, -0.253, -0.168, -0.261, -0.099, -0.518, -0.305, -0.100, 0.483, 0.188, 0.223, 0.198, 0.220], "e_homo_ev": -7.38, "energy_ev": -76992.1952, "max_force_ha_per_bohr": 0.074, "gap_ev": 6.96}



Record 2
{"formula": "C17H26NO20PS4", "method": "the ωB97M-V functional and the def2-TZVPD basis", "species": ["C", "C", "C", "C", "C", "O", "O", "C", "O", "C", "C", "P", "N", "C", "O", "H", "H", "H", "H", "H", "H", "H", "H", "H", "H", "O", "S", "O", "O", "C", "C", "O", "H", "H", "H", "H", "O", "S", "O", "O", "C", "C", "O", "H", "H", "H", "H", "O", "S", "O", "O", "C", "C", "O", "H", "H", "H", "H", "O", "S", "O", "O", "C", "C", "O", "H", "H", "H", "H"], "xyz": [[-1.008614, -0.268204, -1.046662], [0.153764, 0.285869, -0.279714], [0.077158, 1.327536, 0.552681], [-1.164295, 2.132135, 0.783258], [-1.728999, 2.061945, 2.185284], [-2.501222, 2.874178, 2.618923], [-1.340210, 0.967233, 2.896115], [1.297091, 1.749113, 1.306220], [1.478333, 2.905453, 1.618771], [2.283194, 0.675790, 1.627112], [2.381277, -0.347821, 0.782046], [3.531340, -1.717342, 1.096657], [3.596723, -2.100812, 2.605796], [1.497752, -0.348407, -0.428477], [1.880721, -0.813516, -1.482236], [-1.852376, -0.397183, -0.371288], [-1.310092, 0.372522, -1.876794], [-0.778622, -1.249182, -1.462420], [-1.952695, 1.778615, 0.112287], [-0.993840, 3.190998, 0.582515], [-0.979912, 1.252744, 3.750560], [2.872161, 0.752866, 2.534787], [4.725073, -1.187378, 0.577734], [3.128806, -2.691230, 0.183030], [3.349800, -3.063289, 2.794169], [4.618693, -3.681202, -1.415703], [4.910074, -3.535392, -2.797579], [4.175323, -4.269426, -3.762606], [6.472094, -3.740952, -2.999559], [7.060224, -2.603969, -3.655808], [6.194318, -1.443430, -3.202631], [4.866745, -1.996405, -3.213159], [7.011952, -2.753433, -4.734817], [8.094182, -2.520382, -3.334892], [6.218539, -0.595773, -3.880874], [6.439368, -1.121243, -2.189707], [-1.461350, -1.009273, -6.026555], [-0.151736, -1.360738, -6.445711], [0.153400, -1.473680, -7.826942], [0.280842, -2.682125, -5.670509], [1.515030, -2.479527, -4.957307], [1.480986, -1.006938, -4.601847], [0.921743, -0.392698, -5.780005], [2.348020, -2.726664, -5.615697], [1.527623, -3.130633, -4.090572], [2.462751, -0.581341, -4.419527], [0.834479, -0.813030, -3.748373], [-4.026581, 0.000913, -1.452535], [-5.311026, -0.349010, -0.955421], [-5.901819, -1.589143, -1.296614], [-6.303966, 0.856575, -1.265372], [-6.921878, 1.334275, -0.059153], [-5.874666, 1.073975, 1.007545], [-5.331321, -0.201977, 0.632605], [-7.835966, 0.767023, 0.119273], [-7.153268, 2.387743, -0.186362], [-6.287808, 0.988944, 2.008082], [-5.080566, 1.822640, 0.994633], [-1.328624, 1.627322, 8.614448], [-1.531709, 1.690930, 7.214129], [-0.915776, 0.749338, 6.345584], [-1.198638, 3.170433, 6.719495], [-2.316141, 3.737622, 6.009057], [-3.518250, 3.081628, 6.659530], [-3.086600, 1.727503, 6.870860], [-2.242613, 3.484720, 4.950479], [-2.292297, 4.815767, 6.138032], [-4.394906, 3.065577, 6.019107], [-3.761196, 3.532825, 7.622628]], "atomic_forces_ev_per_a": [[0.2, -0.2, -0.1], [0.0, -0.1, 0.1], [0.0, 0.0, 0.2], [-0.2, -0.1, -0.3], [-0.2, -0.1, 0.2], [0.2, 0.0, 0.1], [0.7, 0.4, -0.3], [0.0, 0.1, -0.1], [-0.1, -0.1, 0.3], [-0.2, -0.1, -0.1], [-0.2, 0.2, -0.1], [0.0, -0.2, 0.5], [0.1, 0.1, -0.2], [0.2, 0.1, 0.0], [-0.1, -0.3, 0.1], [-0.1, 0.1, -0.1], [-0.1, 0.0, 0.1], [0.1, 0.1, 0.0], [0.0, 0.2, 0.0], [0.0, 0.0, 0.0], [-0.5, -0.3, 0.3], [0.1, 0.1, -0.1], [0.0, -0.1, -0.2], [0.0, 0.1, -0.3], [0.0, 0.1, 0.1], [0.1, 0.0, 0.0], [-0.1, 0.0, 0.0], [-0.1, 0.0, 0.0], [0.1, 0.0, 0.1], [0.0, 0.1, -0.1], [0.1, 0.0, 0.1], [0.0, 0.0, -0.1], [0.0, 0.0, 0.0], [0.0, -0.1, 0.1], [-0.1, 0.0, 0.0], [0.0, 0.0, 0.0], [0.0, 0.0, 0.0], [0.0, 0.0, 0.0], [0.0, 0.0, 0.0], [0.0, 0.0, 0.1], [0.2, 0.0, -0.1], [-0.1, 0.0, 0.1], [0.1, 0.0, 0.0], [0.0, 0.0, 0.0], [-0.1, -0.1, 0.0], [0.0, 0.0, -0.1], [0.0, 0.0, 0.0], [-0.1, 0.0, 0.0], [0.0, 0.0, 0.0], [0.0, 0.0, 0.0], [0.0, 0.1, 0.0], [-0.1, 0.0, 0.1], [0.1, 0.1, 0.0], [-0.1, -0.1, 0.1], [0.0, 0.0, 0.0], [0.0, 0.0, -0.1], [0.0, -0.1, 0.0], [0.0, 0.0, 0.0], [0.0, 0.0, 0.0], [0.0, 0.2, -0.2], [0.0, 0.0, -0.1], [0.0, 0.0, 0.1], [-0.1, 0.0, -0.2], [0.0, 0.1, 0.1], [0.0, -0.1, -0.1], [0.0, 0.0, 0.0], [0.1, 0.0, 0.1], [0.0, -0.1, 0.0], [0.0, 0.0, 0.0]], "nbo_charge": [-0.664, -0.017, -0.056, -0.560, 0.820, -0.586, -0.713, 0.508, -0.503, -0.177, -0.414, 1.349, -1.306, 0.534, -0.536, 0.244, 0.248, 0.238, 0.262, 0.272, 0.517, 0.253, -0.080, -0.025, 0.388, -0.913, 2.559, -0.899, -0.685, -0.098, -0.101, -0.694, 0.200, 0.218, 0.219, 0.198, -0.903, 2.553, -0.903, -0.692, -0.097, -0.101, -0.696, 0.196, 0.221, 0.213, 0.207, -0.918, 2.556, -0.886, -0.687, -0.098, -0.102, -0.690, 0.197, 0.215, 0.217, 0.198, -0.890, 2.554, -0.916, -0.693, -0.108, -0.099, -0.689, 0.215, 0.213, 0.215, 0.196], "smiles": "CC1=C(CC(=O)O)C(=O)C=C([PH2]=N)C1=O.O=S1(=O)OCCO1.O=S1(=O)OCCO1.O=S1(=O)OCCO1.O=S1(=O)OCCO1", "e_homo_ev": -9.02, "energy_ev": -113115.2873, "max_force_ha_per_bohr": 0.017, "gap_ev": 7.58}



Record 3
{"formula": "C8H11BrO5", "method": "the ωB97M-V functional and the def2-TZVPD basis", "species": ["C", "C", "O", "C", "O", "C", "Br", "C", "O", "H", "H", "H", "H", "H", "C", "C", "O", "C", "O", "H", "H", "H", "H", "H", "H"], "xyz": [[2.032653, 0.019265, -1.119023], [1.395240, -0.489231, -2.402733], [0.291735, -1.358953, -2.147219], [-0.802889, -0.827867, -1.632362], [-0.985252, 0.335404, -1.373480], [-1.836152, -1.860392, -1.437741], [-1.426602, -3.651449, -1.937535], [-3.009902, -1.691467, -0.890146], [-4.053607, -1.563200, -0.420154], [2.183408, -0.806110, -0.427731], [2.988474, 0.482752, -1.345217], [1.383630, 0.751022, -0.647652], [2.090638, -1.107646, -2.974900], [1.048776, 0.348788, -3.017957], [-0.439619, 2.290257, 1.367216], [0.403066, 1.468315, 2.331730], [-0.361160, 0.412603, 2.934251], [-0.318053, -0.780745, 2.385408], [0.284476, -1.113991, 1.404232], [0.161374, 3.108383, 0.979525], [-0.780485, 1.681845, 0.531876], [-1.305900, 2.704112, 1.877731], [0.745426, 2.084035, 3.167294], [1.261715, 1.027959, 1.814437], [-0.950989, -1.463689, 2.980148]], "atomic_forces_ev_per_a": [[-0.2, -0.1, -0.2], [0.4, 0.5, 0.0], [0.0, -0.2, 0.0], [-0.7, 0.0, 0.2], [0.1, 0.3, 0.0], [1.2, -0.8, -0.5], [-0.4, -0.1, 0.1], [-0.8, 0.5, 0.4], [0.2, -0.1, -0.1], [0.1, 0.0, 0.1], [0.1, 0.1, 0.0], [0.0, 0.0, 0.1], [-0.1, 0.1, 0.0], [0.1, -0.2, 0.0], [0.0, -0.4, 0.2], [0.3, 0.4, -0.4], [-0.1, 0.5, 0.4], [-0.4, -0.8, 0.1], [0.2, 0.1, -0.2], [0.1, 0.1, -0.1], [0.0, 0.0, 0.0], [-0.1, 0.1, 0.0], [0.0, -0.2, -0.1], [-0.1, 0.1, 0.2], [0.1, 0.1, -0.1]], "nbo_charge": [-0.642, -0.068, -0.491, 0.788, -0.620, -0.513, 0.121, 0.768, -0.393, 0.230, 0.212, 0.225, 0.195, 0.190, -0.645, -0.084, -0.497, 0.658, -0.609, 0.216, 0.244, 0.211, 0.189, 0.199, 0.116], "smiles": "CCOC(=O)C(Br)=C=O.CCOC=O", "e_homo_ev": -9.26, "energy_ev": -88753.4561, "max_force_ha_per_bohr": 0.031, "gap_ev": 9.03}